1.
DFT (the ωB97M-V functional and the def2-TZVPD basis) results for C33H38AuBF3N2O2Te as an isolated structure in a non-equilibrium geometry.

Orbital gap in eV: 6.88
Max |F| in eV Å⁻¹: 1.035
Net charge: -1
DFT total energy in eV: -61730.5007
ΔE to the lowest compared entry with this formula, charge and spin in kcal per mole: 17.48

```
81
C33H38AuBF3N2O2Te (the ωB97M-V functional and the def2-TZVPD basis)
Au 0.60 0.39 0.24
C 6.11 -0.96 1.07
Te 4.19 -0.28 0.23
C 4.49 1.07 1.87
C 5.97 1.34 1.91
C 6.51 2.55 2.33
C 7.89 2.75 2.26
C 8.71 1.76 1.76
C 8.17 0.54 1.36
C 6.80 0.31 1.46
H 6.71 -1.60 0.43
H 5.84 -1.53 1.97
H 4.14 0.56 2.77
H 3.89 1.96 1.72
H 5.86 3.34 2.68
H 8.31 3.70 2.58
H 9.78 1.92 1.68
H 8.81 -0.24 0.96
C -7.90 -2.73 1.42
C -6.50 -2.95 2.00
C -6.09 -4.40 1.71
C -6.57 -2.74 3.52
C -5.47 -1.99 1.41
C -5.82 -0.95 0.56
C -4.87 -0.07 0.02
C -3.56 -0.28 0.35
O -2.44 0.39 -0.05
B -1.32 -0.24 0.58
O -1.84 -1.31 1.37
C -3.20 -1.31 1.21
C -4.12 -2.17 1.75
H -8.59 -3.44 1.87
H -7.91 -2.88 0.34
H -8.27 -1.73 1.64
H -6.88 -5.09 2.01
H -5.19 -4.68 2.25
H -5.90 -4.54 0.65
H -7.29 -3.43 3.97
H -6.87 -1.72 3.75
H -5.60 -2.92 3.99
H -6.86 -0.79 0.29
H -5.16 0.73 -0.65
H -3.79 -2.95 2.41
F 3.66 8.57 -2.78
C 2.52 8.30 -2.10
F 2.50 9.14 -1.05
F 1.50 8.67 -2.91
C 2.43 6.86 -1.69
C 2.28 5.90 -2.68
C 2.24 4.56 -2.34
C 2.34 4.16 -1.01
C 2.48 5.14 -0.02
C 2.52 6.48 -0.36
C 2.29 2.76 -0.66
C 2.28 1.57 -0.39
H 2.20 6.20 -3.72
H 2.12 3.80 -3.11
H 2.54 4.83 1.01
H 2.62 7.23 0.41
C -0.76 -0.70 -3.52
C 0.17 -1.90 -3.39
N -0.21 -2.82 -2.32
C -1.48 -3.50 -2.46
C -2.63 -2.90 -1.66
C 0.64 -2.98 -1.25
C 0.19 -3.94 -0.17
N 1.73 -2.32 -1.20
H -0.38 -0.01 -4.27
H -0.83 -0.16 -2.57
H -1.77 -0.99 -3.82
H 1.17 -1.55 -3.17
H 0.20 -2.46 -4.33
H -1.37 -4.56 -2.21
H -1.73 -3.47 -3.53
H -2.47 -3.01 -0.59
H -3.57 -3.41 -1.91
H -2.75 -1.84 -1.87
H -0.20 -4.87 -0.57
H -0.58 -3.47 0.44
H 1.04 -4.16 0.47
H 2.25 -2.52 -0.35
```

For reference, the Mulliken charges in units of e are:
1 Au 0.046
2 C -1.347
3 Te 0.220
4 C -0.904
5 C 0.843
6 C -0.686
7 C -0.492
8 C -0.511
9 C -0.713
10 C 0.681
11 H 0.428
12 H 0.318
13 H 0.381
14 H 0.237
15 H 0.401
16 H 0.369
17 H 0.369
18 H 0.368
19 C -2.191
20 C 2.300
21 C -1.648
22 C -1.647
23 C 0.348
24 C -0.121
25 C -1.628
26 C 0.802
27 O -0.521
28 B 0.369
29 O -0.614
30 C 0.187
31 C -0.715
32 H 0.451
33 H 0.433
34 H 0.410
35 H 0.460
36 H 0.333
37 H 0.319
38 H 0.447
39 H 0.356
40 H 0.341
41 H 0.373
42 H 0.436
43 H 0.408
44 F -0.259
45 C 0.872
46 F -0.285
47 F -0.267
48 C 0.364
49 C -0.708
50 C -0.618
51 C 0.683
52 C -0.478
53 C -0.613
54 C -0.676
55 C -0.329
56 H 0.357
57 H 0.465
58 H 0.438
59 H 0.416
60 C -0.909
61 C -0.703
62 N 0.346
63 C -1.296
64 C -0.161
65 C 0.939
66 C -1.418
67 N -0.568
68 H 0.403
69 H 0.108
70 H 0.296
71 H 0.391
72 H 0.287
73 H 0.358
74 H 0.425
75 H -0.180
76 H 0.479
77 H 0.075
78 H 0.319
79 H 0.159
80 H 0.494
81 H 0.101

2.
DFT (the ωB97M-V functional and the def2-TZVPD basis) results for C33H38AuBF3N2O2Te as an isolated structure.

Orbital gap in eV: 6.95
Max |F| in eV Å⁻¹: 0.733
Net charge: -1
DFT total energy in eV: -61730.3463
ΔE to the lowest compared entry with this formula, charge and spin in kcal per mole: 21.04

```
81
C33H38AuBF3N2O2Te (the ωB97M-V functional and the def2-TZVPD basis)
Au -0.20 0.86 0.48
C 5.18 0.24 0.63
Te 3.35 -0.17 1.74
C 3.13 1.94 1.36
C 4.53 2.49 1.38
C 4.81 3.80 1.75
C 6.13 4.24 1.81
C 7.16 3.38 1.48
C 6.88 2.08 1.08
C 5.57 1.63 1.02
H 4.94 0.19 -0.43
H 5.99 -0.48 0.82
H 2.48 2.40 2.09
H 2.67 2.06 0.38
H 4.00 4.47 2.01
H 6.35 5.26 2.13
H 8.19 3.71 1.55
H 7.69 1.41 0.81
C 0.70 -0.70 9.35
C 1.36 -1.18 8.05
C 1.42 -2.72 8.07
C 2.78 -0.60 8.01
C 0.57 -0.74 6.81
C -0.74 -0.28 6.90
C -1.47 0.12 5.78
C -0.85 0.03 4.55
O -1.31 0.35 3.32
B -0.27 0.12 2.37
O 0.84 -0.39 3.14
C 0.46 -0.44 4.45
C 1.18 -0.84 5.55
H 1.37 -0.90 10.19
H -0.23 -1.23 9.54
H 0.51 0.37 9.32
H 1.95 -3.07 8.96
H 1.94 -3.10 7.19
H 0.41 -3.13 8.08
H 3.32 -0.84 8.93
H 2.74 0.48 7.91
H 3.36 -1.00 7.17
H -1.22 -0.20 7.86
H -2.48 0.49 5.87
H 2.18 -1.20 5.41
F 0.86 9.76 -1.99
C -0.11 9.20 -1.22
F 0.01 9.76 0.00
F -1.28 9.65 -1.74
C -0.03 7.71 -1.19
C -0.22 7.00 -2.37
C -0.17 5.63 -2.37
C 0.05 4.91 -1.18
C 0.26 5.65 0.00
C 0.21 7.03 0.00
C 0.04 3.50 -1.11
C 0.01 2.28 -1.00
H -0.40 7.55 -3.29
H -0.31 5.08 -3.29
H 0.45 5.10 0.91
H 0.36 7.58 0.92
C -5.95 2.49 -1.13
C -5.64 1.08 -1.62
N -4.65 0.39 -0.81
C -5.07 -0.13 0.48
C -4.54 0.69 1.66
C -3.33 0.23 -1.21
C -2.88 1.00 -2.43
N -2.48 -0.52 -0.63
H -6.62 2.99 -1.83
H -5.03 3.08 -1.06
H -6.42 2.47 -0.15
H -5.29 1.12 -2.65
H -6.56 0.49 -1.61
H -4.75 -1.17 0.58
H -6.16 -0.13 0.49
H -3.45 0.65 1.70
H -4.94 0.28 2.59
H -4.85 1.73 1.57
H -3.25 2.02 -2.42
H -3.19 0.50 -3.35
H -1.79 1.03 -2.39
H -2.81 -1.03 0.18
```

For reference, the Mulliken charges in units of e are:
1 Au -0.118
2 C -1.275
3 Te 0.224
4 C -1.073
5 C 0.641
6 C -0.714
7 C -0.556
8 C -0.498
9 C -0.687
10 C 0.634
11 H 0.320
12 H 0.467
13 H 0.540
14 H 0.309
15 H 0.434
16 H 0.377
17 H 0.369
18 H 0.382
19 C -2.119
20 C 2.289
21 C -1.607
22 C -1.707
23 C 0.278
24 C -0.144
25 C -1.763
26 C 0.963
27 O -0.354
28 B 0.101
29 O -0.237
30 C 0.305
31 C -0.960
32 H 0.440
33 H 0.379
34 H 0.467
35 H 0.412
36 H 0.347
37 H 0.369
38 H 0.453
39 H 0.384
40 H 0.339
41 H 0.347
42 H 0.423
43 H 0.363
44 F -0.265
45 C 0.838
46 F -0.290
47 F -0.266
48 C 0.407
49 C -0.629
50 C -0.723
51 C 0.562
52 C -0.572
53 C -0.549
54 C -0.059
55 C -0.705
56 H 0.356
57 H 0.445
58 H 0.513
59 H 0.419
60 C -1.045
61 C -0.840
62 N 0.196
63 C -1.241
64 C -0.446
65 C 1.136
66 C -1.263
67 N -0.712
68 H 0.403
69 H 0.262
70 H 0.287
71 H 0.428
72 H 0.377
73 H 0.481
74 H 0.384
75 H -0.079
76 H 0.399
77 H 0.236
78 H 0.251
79 H 0.302
80 H 0.322
81 H 0.134

3.
DFT (the ωB97M-V functional and the def2-TZVPD basis) results for C33H38BrCl2N5O2SW as an isolated structure.

Orbital gap (spin up / spin down) in eV: 6.92 / 6.92
Max |F| in eV Å⁻¹: 0.101
Net charge: +2
DFT total energy in eV: -154120.1057
ΔE to the lowest compared entry with this formula, charge and spin in kcal per mole: 0.00

```
83
C33H38BrCl2N5O2SW (the ωB97M-V functional and the def2-TZVPD basis)
W 0.42 0.48 0.23
O 0.68 4.35 4.10
C 2.00 4.22 3.74
C 3.02 4.91 4.37
C 4.33 4.72 3.96
C 4.62 3.84 2.93
C 3.59 3.15 2.30
C 2.28 3.34 2.70
C 1.13 2.64 2.04
O 1.54 1.78 1.00
N 0.44 1.76 2.99
N -0.36 0.87 2.33
C -1.42 0.44 2.89
C -2.20 -0.64 2.31
Br -1.17 -1.59 1.03
C -3.46 -0.93 2.62
C -4.33 -1.99 2.11
C -3.88 -3.28 1.82
C -4.76 -4.23 1.34
C -6.09 -3.91 1.14
C -6.56 -2.64 1.45
C -5.69 -1.69 1.95
H 0.59 5.05 4.76
H 2.80 5.60 5.18
H 5.13 5.26 4.45
H 5.65 3.69 2.61
H 3.81 2.47 1.49
H 0.42 3.36 1.61
H -0.02 2.28 3.74
H -1.75 0.85 3.84
H -3.91 -0.26 3.34
H -2.85 -3.55 2.02
H -4.40 -5.24 1.14
H -6.78 -4.67 0.77
H -7.61 -2.40 1.31
H -6.06 -0.70 2.20
Cl 2.67 -0.85 2.50
C 2.91 -2.52 3.07
Cl 1.92 -3.66 2.16
H 2.61 -2.56 4.11
H 3.95 -2.77 2.93
C 3.59 0.50 -1.06
C 2.62 1.25 -1.92
C 3.13 1.84 -3.09
C 2.32 2.56 -3.91
C 0.96 2.74 -3.56
C 0.07 3.51 -4.34
C -1.22 3.68 -3.95
C -1.68 3.09 -2.76
C -0.83 2.33 -1.99
S -1.40 1.57 -0.49
C 0.51 2.14 -2.38
N 1.34 1.37 -1.58
H 4.55 1.01 -1.06
H 3.76 -0.50 -1.48
H 3.26 0.40 -0.03
H 4.18 1.71 -3.32
H 2.70 3.01 -4.82
H 0.44 3.97 -5.25
H -1.90 4.28 -4.54
H -2.70 3.23 -2.44
C -1.30 -4.47 -2.52
C -0.38 -3.50 -3.24
N -0.07 -2.30 -2.45
C -0.81 -1.10 -2.83
C -2.31 -1.18 -2.63
C 0.90 -2.30 -1.54
C 1.81 -3.50 -1.48
N 1.14 -1.31 -0.70
H -1.51 -5.33 -3.15
H -2.25 -4.00 -2.27
H -0.86 -4.84 -1.59
H -0.85 -3.15 -4.16
H 0.55 -3.99 -3.54
H -0.58 -0.91 -3.89
H -0.41 -0.26 -2.27
H -2.76 -1.94 -3.27
H -2.57 -1.40 -1.60
H -2.76 -0.22 -2.90
H 2.37 -3.58 -2.41
H 1.26 -4.42 -1.34
H 2.52 -3.40 -0.66
H 1.95 -1.55 -0.13
```

For reference, the Mulliken charges in units of e are:
1 W 0.444
2 O -0.592
3 C 0.925
4 C -0.859
5 C -0.510
6 C -0.970
7 C -0.093
8 C -0.311
9 C 0.545
10 O 0.005
11 N -0.663
12 N 0.445
13 C -0.426
14 C 0.215
15 Br 0.042
16 C -0.547
17 C 0.611
18 C -0.398
19 C -0.827
20 C -0.426
21 C -0.603
22 C -0.525
23 H 0.341
24 H 0.314
25 H 0.417
26 H 0.432
27 H 0.318
28 H 0.180
29 H 0.349
30 H 0.488
31 H 0.444
32 H 0.663
33 H 0.438
34 H 0.414
35 H 0.410
36 H 0.415
37 Cl 0.051
38 C -0.554
39 Cl -0.102
40 H 0.386
41 H 0.364
42 C -1.804
43 C 1.272
44 C -1.017
45 C -0.939
46 C 0.694
47 C -0.834
48 C -0.930
49 C -0.588
50 C 0.813
51 S -0.422
52 C -0.362
53 N 0.680
54 H 0.578
55 H 0.294
56 H 0.145
57 H 0.604
58 H 0.481
59 H 0.458
60 H 0.430
61 H 0.551
62 C -0.977
63 C -1.041
64 N 0.392
65 C 0.581
66 C -1.274
67 C 1.068
68 C -2.070
69 N 0.418
70 H 0.428
71 H 0.290
72 H 0.234
73 H 0.467
74 H 0.545
75 H 0.486
76 H -0.968
77 H 0.415
78 H 0.276
79 H 0.388
80 H 0.404
81 H 0.357
82 H 0.465
83 H -0.235